Below is the molecule C5H11NO at a distorted geometry, with properties calculated with ωB97M-V with the def2-TZVPD basis set.

```
18
C5H11NO | OMol25 | ωB97M-V with the def2-TZVPD basis set
C 0.795 -1.034 -2.044
C 1.297 -0.960 -0.605
C 1.432 0.472 -0.094
N 0.191 1.217 -0.184
C -0.857 1.284 0.613
O -0.774 0.509 1.701
C -2.069 0.662 2.312
H 0.755 -2.069 -2.397
H -0.214 -0.615 -2.128
H 1.451 -0.474 -2.723
H 0.609 -1.496 0.061
H 2.276 -1.446 -0.518
H 1.748 0.480 0.953
H 2.171 1.030 -0.680
H 0.007 1.772 -1.002
H -2.514 -0.328 2.357
H -2.719 1.312 1.706
H -1.919 1.131 3.281
```

Properties
Highest occupied orbital energy (eV): -8.142
F_max (eV Å⁻¹): 1.268
LUMO level (eV): 1.05